## 1
A single C3H7N3O molecule. Source: the Open Molecules 2025 dataset; level of theory: wB97M-V/def2-TZVPD.

Results
Molar mass in u: 101.11
Kohn-Sham gap in Eh: 0.369
SMILES: [H]/N=C/N/C(O)=N\C

Last column: natural (NBO) charge in e.
Geometry (Å):
C (0.15, 0.92, 2.14)  -0.440
N (0.15, 1.45, 0.81)  -0.594
C (0.05, 0.75, -0.25)  0.702
O (0.05, 1.51, -1.35)  -0.679
N (-0.06, -0.61, -0.40)  -0.635
C (-0.16, -1.32, -1.59)  0.282
N (-0.25, -2.59, -1.54)  -0.678
H (0.99, 0.23, 2.31)  0.184
H (-0.79, 0.40, 2.37)  0.185
H (0.25, 1.76, 2.83)  0.211
H (0.13, 2.34, -0.81)  0.514
H (-0.06, -1.17, 0.44)  0.419
H (-0.16, -0.69, -2.48)  0.181
H (-0.32, -2.98, -2.48)  0.350

## 2
A single C3H7N3O molecule. Source: the Open Molecules 2025 dataset; level of theory: wB97M-V/def2-TZVPD.

Results
Molar mass in u: 101.11
Kohn-Sham gap in Eh: 0.382
SMILES: [H]/N=C/NC(=O)NC

Last column: natural (NBO) charge in e.
Geometry (Å):
C (2.57, 0.11, 0.17)  -0.418
N (1.19, 0.13, 0.61)  -0.624
C (0.17, 0.14, -0.29)  0.789
O (0.31, 0.20, -1.50)  -0.649
N (-1.09, 0.07, 0.31)  -0.648
C (-2.24, -0.12, -0.44)  0.281
N (-3.33, -0.40, 0.15)  -0.690
H (2.58, -0.03, -0.91)  0.243
H (3.11, -0.72, 0.65)  0.196
H (3.08, 1.06, 0.41)  0.194
H (1.00, 0.14, 1.59)  0.389
H (-1.19, -0.09, 1.30)  0.402
H (-2.07, 0.00, -1.51)  0.191
H (-4.08, -0.51, -0.54)  0.346

## 3
A single C3H7N3O molecule. Source: the Open Molecules 2025 dataset; level of theory: wB97M-V/def2-TZVPD.

Results
Molar mass in u: 101.11
Kohn-Sham gap in Eh: 0.354
SMILES: [H]/N=C(\O)N(C)N=C

Last column: natural (NBO) charge in e.
Geometry (Å):
C (0.31, 1.91, 0.28)  -0.426
N (0.10, 0.67, -0.43)  -0.330
C (0.88, -0.39, -0.04)  0.654
C (-1.73, -1.15, -0.28)  -0.112
O (1.09, -1.32, -1.00)  -0.682
N (-1.32, -0.01, 0.06)  -0.235
N (1.15, -0.61, 1.21)  -0.742
H (0.68, -1.00, -1.82)  0.494
H (1.68, -1.46, 1.33)  0.350
H (1.38, 2.16, 0.26)  0.223
H (0.04, 1.84, 1.35)  0.218
H (-0.34, 2.66, -0.17)  0.209
H (-1.10, -2.03, -0.43)  0.175
H (-2.81, -1.28, -0.33)  0.204

## 4
A single C3H7N3O molecule. Source: the Open Molecules 2025 dataset; level of theory: wB97M-V/def2-TZVPD.

Results
Molar mass in u: 101.11
Kohn-Sham gap in Eh: 0.368
SMILES: [H]/N=C/NC(=O)NC

Last column: natural (NBO) charge in e.
Geometry (Å):
C (2.62, 0.07, 0.08)  -0.548
N (1.20, 0.13, 0.36)  -0.648
C (0.21, -0.01, -0.53)  0.775
O (0.39, -0.11, -1.73)  -0.636
N (-1.02, 0.02, 0.10)  -0.642
C (-2.19, -0.20, -0.56)  0.278
N (-3.28, -0.13, 0.07)  -0.690
H (2.92, 0.33, -0.93)  0.224
H (2.88, -1.02, 0.14)  0.230
H (2.31, 1.12, 0.59)  0.328
H (1.07, -0.01, 1.35)  0.389
H (-1.08, 0.23, 1.09)  0.405
H (-2.02, -0.43, -1.62)  0.190
H (-4.06, -0.33, -0.56)  0.345

Which one sits at the bottom of the stability order? 3 does.

## 1
A single C3H7N3O molecule. Source: the Open Molecules 2025 dataset; level of theory: wB97M-V/def2-TZVPD.

Results
Molar mass in u: 101.11
Kohn-Sham gap in Eh: 0.337
SMILES: [H]/N=C(C)\C(O)=N\N

Last column: natural (NBO) charge in e.
Geometry (Å):
C (1.69, -0.82, 0.35)  -0.697
C (-0.19, 0.26, 0.16)  0.465
C (0.07, -0.97, 0.90)  0.297
N (-1.28, 1.46, -1.44)  -0.724
O (0.03, 1.41, 0.85)  -0.679
N (-0.85, 0.20, -0.97)  -0.372
N (-0.36, -2.10, 1.12)  -0.549
H (-0.29, 2.12, 0.26)  0.501
H (-1.49, 1.37, -2.43)  0.372
H (-2.13, 1.80, -0.99)  0.353
H (-1.35, -2.16, 1.35)  0.354
H (1.77, -1.03, -0.71)  0.232
H (2.16, -1.62, 0.91)  0.224
H (2.22, 0.08, 0.63)  0.225

## 2
A single C3H7N3O molecule. Source: the Open Molecules 2025 dataset; level of theory: wB97M-V/def2-TZVPD.

Results
Molar mass in u: 101.11
Kohn-Sham gap in Eh: 0.372
SMILES: [H]/N=C(\NO)[C@H]1CN1

Last column: natural (NBO) charge in e.
Geometry (Å):
C (-0.54, -0.39, 0.74)  0.397
C (-0.71, 0.24, -0.59)  -0.123
C (0.15, 1.45, -0.91)  -0.222
H (1.69, -0.93, -0.27)  0.483
H (0.58, -1.42, 2.12)  0.368
H (-1.44, -0.65, 2.43)  0.328
H (-1.71, 0.04, -0.96)  0.239
H (0.88, 1.74, -0.23)  0.194
H (-0.21, 2.26, -1.49)  0.195
H (0.37, 0.10, -2.53)  0.391
N (0.71, -0.72, 1.35)  -0.353
N (-1.61, -0.39, 1.42)  -0.652
N (0.38, 0.18, -1.51)  -0.651
O (1.46, -1.52, 0.42)  -0.592

## 3
A single C3H7N3O molecule. Source: the Open Molecules 2025 dataset; level of theory: wB97M-V/def2-TZVPD.

Results
Molar mass in u: 101.11
Kohn-Sham gap in Eh: 0.285
SMILES: N/C=C\C(N)=N/O

Last column: natural (NBO) charge in e.
Geometry (Å):
C (0.69, -0.62, 0.32)  0.376
N (1.03, -1.77, 1.00)  -0.798
N (-1.89, 0.83, -0.38)  -0.712
C (0.15, 0.50, 0.96)  -0.574
C (-0.69, 1.23, 0.10)  0.278
O (0.99, 0.41, -1.78)  -0.646
N (0.53, -0.73, -1.02)  -0.373
H (1.95, 0.36, -1.92)  0.460
H (1.34, -2.53, 0.42)  0.393
H (0.49, -2.03, 1.81)  0.378
H (-2.11, -0.15, -0.31)  0.408
H (-2.37, 1.40, -1.07)  0.399
H (0.40, 0.82, 1.96)  0.231
H (-0.50, 2.29, -0.08)  0.181

Which one sits at the bottom of the stability order? 3 does.

## 1
A single C3H6 molecule. Source: the Open Molecules 2025 dataset; level of theory: wB97M-V/def2-TZVPD.

Results
Molar mass in u: 42.08
Kohn-Sham gap in Eh: 0.403
SMILES: C=CC

Last column: natural (NBO) charge in e.
Geometry (Å):
C (1.26, -0.44, 0.65)  -0.410
C (0.13, 0.29, 0.49)  -0.162
C (-0.77, 0.20, -0.78)  -0.649
H (1.86, -0.55, 1.57)  0.199
H (1.79, -0.97, -0.08)  0.186
H (-0.36, 0.77, 1.38)  0.195
H (-0.87, 1.12, -1.38)  0.214
H (-1.80, -0.02, -0.68)  0.218
H (-0.27, -0.55, -1.28)  0.209

## 2
A single C3H6 molecule. Source: the Open Molecules 2025 dataset; level of theory: wB97M-V/def2-TZVPD.

Results
Molar mass in u: 42.08
Kohn-Sham gap in Eh: 0.406
SMILES: C=CC

Last column: natural (NBO) charge in e.
Geometry (Å):
C (1.39, -0.06, 0.06)  -0.430
C (0.19, 0.33, 0.23)  -0.146
C (-1.17, -0.12, -0.31)  -0.654
H (2.26, 0.32, 0.47)  0.199
H (1.80, -1.03, -0.42)  0.187
H (0.07, 1.25, 1.09)  0.180
H (-1.92, 0.75, -0.39)  0.223
H (-1.54, -0.77, 0.51)  0.224
H (-1.08, -0.66, -1.24)  0.219

Which one sits at the bottom of the stability order? 2 does.

## 1
A single C3H6 molecule. Source: the Open Molecules 2025 dataset; level of theory: wB97M-V/def2-TZVPD.

Results
Molar mass in u: 42.08
Kohn-Sham gap in Eh: 0.425
SMILES: C1CC1

Last column: natural (NBO) charge in e.
Geometry (Å):
C (-0.45, 0.28, 0.73)  -0.427
C (0.71, -0.43, 0.11)  -0.429
C (-0.25, 0.13, -0.82)  -0.418
H (-0.19, 1.28, 1.16)  0.210
H (-1.15, -0.28, 1.27)  0.211
H (0.68, -1.52, 0.09)  0.213
H (1.66, 0.09, 0.11)  0.211
H (-0.14, 1.11, -1.34)  0.218
H (-0.87, -0.66, -1.32)  0.210

## 2
A single C3H6 molecule. Source: the Open Molecules 2025 dataset; level of theory: wB97M-V/def2-TZVPD.

Results
Molar mass in u: 42.08
Kohn-Sham gap in Eh: 0.398
SMILES: C=CC

Last column: natural (NBO) charge in e.
Geometry (Å):
C (0.71, 0.64, -0.78)  -0.664
C (0.27, -0.35, 0.29)  -0.179
C (-1.01, -0.47, 0.59)  -0.414
H (0.05, 0.71, -1.74)  0.222
H (0.53, 1.58, -0.19)  0.229
H (1.77, 0.50, -1.11)  0.219
H (1.07, -0.86, 0.90)  0.205
H (-1.75, 0.08, 0.08)  0.181
H (-1.49, -0.97, 1.48)  0.200

Which one sits at the bottom of the stability order? 1 does.

## 1
A single C3H4BrNO molecule. Source: the Open Molecules 2025 dataset; level of theory: wB97M-V/def2-TZVPD.

Results
Molar mass in u: 149.98
Kohn-Sham gap (alpha / beta) in Eh: 0.298 / 0.310

Last column: natural (NBO) charge in e.
Geometry (Å):
C (-1.04, 0.10, -0.05)  0.508
C (-0.42, -1.23, -0.23)  -0.252
C (0.14, 1.01, 0.24)  -0.388
N (1.10, 0.31, -0.60)  -0.468
O (-2.18, 0.39, -0.28)  -0.501
Br (2.71, -0.09, 0.13)  0.222
H (0.11, -1.68, 0.59)  0.213
H (-0.79, -1.89, -0.99)  0.217
H (0.00, 2.03, -0.13)  0.236
H (0.37, 1.05, 1.30)  0.214

## 2
A molecular structure, C3H4BrNO. Source: the Open Molecules 2025 dataset; level of theory: wB97M-V/def2-TZVPD.

Results
Molar mass in u: 149.98
Kohn-Sham gap in Eh: 0.339

Last column: natural (NBO) charge in e.
Geometry (Å):
C (0.28, -1.25, -0.05)  0.801
C (-0.96, -0.39, -0.02)  -0.545
C (-0.20, 0.91, -0.09)  -0.246
N (1.03, 0.37, -0.68)  -0.630
O (0.78, -2.26, 0.26)  -0.444
Br (2.63, 0.66, 0.11)  0.173
H (-1.64, -0.48, -0.85)  0.263
H (-1.46, -0.52, 0.91)  0.246
H (-0.53, 1.79, -0.51)  0.208
H (0.06, 1.16, 0.92)  0.176

## 3
A single C3H4BrNO molecule. Source: the Open Molecules 2025 dataset; level of theory: wB97M-V/def2-TZVPD.

Results
Molar mass in u: 149.98
Kohn-Sham gap (alpha / beta) in Eh: 0.255 / 0.302

Last column: natural (NBO) charge in e.
Geometry (Å):
C (0.18, -0.95, 0.04)  0.334
C (0.70, 1.47, 0.03)  -0.076
C (-2.35, -1.42, 0.08)  0.042
N (0.79, 0.20, -0.14)  -0.452
O (-1.01, -1.54, -0.03)  -0.450
Br (-2.99, 0.40, 0.01)  -0.040
H (0.84, -1.70, 0.17)  0.152
H (1.44, 2.20, -0.34)  0.175
H (-0.05, 2.03, 0.70)  0.157
H (-2.85, -2.02, -0.52)  0.159

Which one sits at the bottom of the stability order? 3 does.

## 1
A gas-phase ion, C5H7N2 (charge +1). Source: the Open Molecules 2025 dataset; level of theory: wB97M-V/def2-TZVPD.

Results
Molar mass in u: 95.12
Total charge: +1
Kohn-Sham gap (alpha / beta) in Eh: 0.325 / 0.325
SMILES: C1#[N+]CCN2C[C@@H]12

Last column: natural (NBO) charge in e.
Geometry (Å):
C (-0.04, 1.62, -0.15)  0.550
C (1.76, 0.09, 0.16)  -0.228
C (0.55, -0.93, -0.48)  -0.226
C (-1.59, -0.03, 0.71)  -0.191
C (-1.20, 0.92, -0.45)  -0.221
N (1.02, 1.28, 0.28)  -0.217
N (-0.77, -0.52, -0.38)  -0.295
H (2.18, -0.35, 1.02)  0.250
H (2.49, 0.10, -0.63)  0.265
H (0.67, -1.21, -1.59)  0.259
H (0.77, -1.67, 0.21)  0.246
H (-1.18, 0.06, 1.82)  0.247
H (-2.63, -0.50, 0.60)  0.266
H (-2.02, 1.14, -1.14)  0.295

## 2
A gas-phase ion, C5H7N2 (charge +1). Source: the Open Molecules 2025 dataset; level of theory: wB97M-V/def2-TZVPD.

Results
Molar mass in u: 95.12
Total charge: +1
Kohn-Sham gap (alpha / beta) in Eh: 0.345 / 0.345
SMILES: C[C@@H]1C#[N+]CC=N1

Last column: natural (NBO) charge in e.
Geometry (Å):
C (0.19, -1.25, -0.45)  0.574
C (1.11, 1.10, -0.13)  0.159
C (2.12, -0.06, 0.28)  -0.275
C (-0.86, -0.18, -0.64)  -0.147
C (-2.07, -0.41, 0.30)  -0.617
N (-0.08, 0.94, -0.37)  -0.281
N (1.34, -1.18, -0.14)  -0.268
H (1.46, 2.15, -0.20)  0.266
H (3.13, 0.20, -0.27)  0.288
H (2.21, -0.02, 1.31)  0.261
H (-1.33, -0.01, -1.57)  0.292
H (-2.57, 0.46, 0.39)  0.245
H (-1.85, -0.49, 1.40)  0.237
H (-2.79, -1.25, 0.09)  0.266

Which one sits at the bottom of the stability order? 1 does.